Density functional theory data (ωB97M-V/def2-TZVPD) for a 3-piece molecular cluster, C3H11NO3 overall.

Structure (XYZ):
```
18
Properties=species:S:1:pos:R:3:forces:R:3:nbo_charge:R:1
O -1.870600 0.498091 1.500838 -1.006 0.260 0.865 -0.57
O -1.373679 2.155421 -2.171823 0.702 0.006 -2.205 -0.94
H 1.190321 -0.889757 -1.299173 -0.056 0.316 -0.262 0.21
H -0.002239 -1.051792 0.964679 -0.687 -1.909 -0.363 0.38
H 1.624060 -1.958373 -0.059399 0.946 0.802 -0.302 0.20
H -2.120709 -0.633590 -0.057386 -0.407 -0.091 0.211 0.47
H 1.776324 1.158330 0.149268 -0.668 -0.555 -0.138 0.20
H -0.691430 1.481009 -2.308414 -0.453 0.257 0.492 0.47
H -2.441188 -2.122855 0.029684 0.002 -0.188 0.090 0.46
C 1.647301 0.135705 0.562722 0.842 0.002 -1.309 -0.22
C 1.943988 -0.974501 -0.518463 -2.658 -0.443 1.095 -0.61
O -2.770612 -1.297292 -0.325465 0.079 -0.049 -0.532 -0.94
N 0.274458 -0.125166 1.022220 0.089 2.659 1.155 -0.66
H 2.878208 -1.057266 -1.020893 0.995 0.236 0.240 0.23
H -1.632555 2.203038 -1.279902 -0.271 -0.284 1.740 0.47
C -0.709735 0.744850 1.594550 3.158 -1.837 -2.354 0.55
H 2.483716 0.121268 1.261083 -0.470 -0.450 0.890 0.19
H -0.205630 1.612873 1.955872 -0.138 1.270 0.689 0.12
```
Positions in Å, forces in eV/Å.

Summary:
Net charge: 0
Largest force on an atom: 4.347 eV/A
LUMO level: 0.554 eV
SMILES: CCNC=O.O.O
Energy above the lowest of the compared OMol25 structures with the same formula, charge and spin: 178.6 kJ/mol
Frontier orbital gap: 10.807 eV


Density functional theory data (ωB97M-V/def2-TZVPD) for an isolated molecule of C2H5N3S.

Structure (XYZ):
```
11
Properties=species:S:1:pos:R:3:forces:R:3:nbo_charge:R:1
C -1.313165 -0.413245 0.000855 -0.564 0.372 -0.014 0.28
H 0.960962 -1.521527 0.000055 0.043 0.779 0.033 0.17
S -0.176307 1.993788 -0.000781 0.104 -0.043 0.003 0.19
N -2.422270 0.215995 -0.003753 0.682 -0.405 0.000 -0.68
H 1.171470 2.050764 0.010927 -0.096 0.035 -0.005 0.16
H 2.972541 -0.444317 -0.000172 0.554 -0.516 -0.012 0.36
H -3.200904 -0.433107 -0.006953 -0.028 -0.017 0.006 0.35
N -0.115635 0.265408 0.001726 0.221 -0.093 0.019 -0.56
C 1.087990 -0.413081 0.003411 0.302 -0.325 -0.085 0.28
N 2.207388 0.194504 -0.006982 -1.094 0.232 0.053 -0.71
H -1.172075 -1.495186 0.001665 -0.124 -0.018 0.003 0.16
```
Positions in Å, forces in eV/Å.

Summary:
Net charge: 0
Largest force on an atom: 1.120 eV/A
LUMO level: 0.705 eV
SMILES: [H]/N=C/N(S)/C=N/[H]
Energy above the lowest of the compared OMol25 structures with the same formula, charge and spin: 144.6 kJ/mol
Frontier orbital gap: 9.282 eV


Density functional theory data (ωB97M-V/def2-TZVPD) for a 2-piece molecular cluster, C2H10N3 overall.

Structure (XYZ):
```
15
Properties=species:S:1:pos:R:3:forces:R:3:nbo_charge:R:1
N 0.908154 -0.692246 2.252001 0.171 -0.223 -0.054 -0.78
H 1.221202 -0.430780 -1.720729 0.117 -0.413 0.055 0.42
H 1.654667 -0.733366 1.578214 -0.082 -0.059 -0.058 0.40
H -0.624377 -0.033062 -3.193079 0.157 -0.029 -0.171 0.23
H 0.284531 0.140985 -0.249976 -0.687 0.142 -0.563 0.44
C -0.592860 0.383933 -2.194792 -0.420 -0.192 -0.134 -0.42
H 1.002120 -1.297369 3.050992 -0.136 0.298 0.120 0.43
H -1.072410 1.419372 0.896304 0.111 -0.325 0.366 0.40
H -0.719332 0.354646 2.953515 -0.144 -0.122 0.119 0.20
H -0.225543 1.404001 -2.218804 -0.057 0.075 -0.049 0.23
H -0.048527 -1.314065 -1.046116 0.018 -0.251 -0.634 0.42
N 0.293140 -0.396950 -1.315561 0.540 0.600 1.045 -0.74
C -0.119450 0.147862 2.075121 -0.121 0.227 0.174 0.36
N -0.357243 0.697789 0.940861 0.610 0.130 -0.405 -0.79
H -1.604071 0.349257 -1.807950 -0.076 0.142 0.187 0.23
```
Positions in Å, forces in eV/Å.

Summary:
Net charge: +1
Largest force on an atom: 1.321 eV/A
LUMO level: -2.971 eV
Energy above the lowest of the compared OMol25 structures with the same formula, charge and spin: 61.3 kJ/mol
Frontier orbital gap: 11.275 eV


Density functional theory data (ωB97M-V/def2-TZVPD) for a 2-piece molecular cluster, C2H4Cl3FNO2P overall.

Structure (XYZ):
```
14
Properties=species:S:1:pos:R:3:forces:R:3:nbo_charge:R:1
Cl 3.397425 -2.030012 0.073484 -0.290 0.040 -0.112 0.03
P -0.938974 2.507697 -0.120177 -0.799 2.119 0.360 0.85
N -0.964144 0.280783 2.005746 3.715 -2.604 1.155 0.38
H 1.084456 -2.376337 -0.217352 0.244 0.208 -0.171 0.24
Cl 1.976612 -2.738704 -2.368449 -0.067 0.113 0.213 0.02
O -0.250912 -0.714194 2.100873 -2.421 2.955 -0.268 -0.27
Cl 1.430682 -0.199178 -1.050714 0.577 -0.227 -0.059 0.01
C -1.603076 0.719518 -0.204163 -0.152 -1.543 -0.755 -0.45
H -2.595678 0.671421 -0.861516 2.069 0.437 1.831 0.25
O -1.938570 0.112533 1.093378 -1.165 -0.286 -2.147 -0.41
H -0.822132 0.018729 -0.770603 -1.724 1.706 1.315 0.23
H 0.509489 2.402220 -0.322593 -0.856 -0.499 1.122 -0.05
C 1.868067 -1.899493 -0.811676 0.100 -0.282 0.065 -0.28
F -1.153245 3.245016 1.453763 0.769 -2.136 -2.549 -0.55
```
Positions in Å, forces in eV/Å.

Summary:
Net charge: 0
Largest force on an atom: 4.682 eV/A
LUMO level: -0.809 eV
SMILES: ClC(Cl)Cl.O=NOCPF
Energy above the lowest of the compared OMol25 structures with the same formula, charge and spin: 143.2 kJ/mol
Frontier orbital gap: 8.696 eV


Density functional theory data (ωB97M-V/def2-TZVPD) for C39H31BrN5O9PSSr as an isolated structure.

Structure (XYZ):
```
88
Properties=species:S:1:pos:R:3:forces:R:3:lowdin_charge:R:1
C -4.914876 -1.907241 -1.467969 0.014 -0.018 -0.033 -0.10
H 6.750435 -0.707965 -0.365911 0.019 0.012 0.011 0.08
C -3.466671 3.125049 1.704942 0.023 -0.019 -0.117 -0.07
C 0.165249 -2.959246 2.397247 0.234 -0.413 0.070 -0.25
H -3.853517 3.726172 -3.481902 0.002 -0.011 0.009 0.09
H -3.424494 3.702602 0.789638 -0.013 -0.016 -0.001 0.10
C -4.428244 -0.335689 0.296809 0.018 -0.026 -0.019 -0.07
H -6.237942 -1.475171 0.161581 0.019 -0.003 0.024 0.10
C -2.852999 -0.689374 -1.473921 0.001 0.090 0.051 -0.12
C -1.940386 -0.003254 3.103693 0.049 -0.434 0.201 -0.12
C -2.812054 1.896144 1.787681 -0.080 -0.229 0.516 -0.28
H 0.149071 -1.334350 3.821372 -0.045 0.025 0.072 0.05
C -4.241419 2.875032 3.975647 -0.098 0.118 -0.006 -0.11
N 5.174664 -3.302229 0.297046 0.196 0.107 -0.141 0.09
H 2.439601 -3.230719 2.050248 0.051 -0.062 0.083 0.10
H -3.391561 -2.117886 -2.975969 0.024 0.001 0.016 0.10
C -3.693179 -1.622633 -2.061128 -0.050 -0.030 -0.049 -0.07
H 7.763748 -1.587076 0.782021 0.010 0.016 -0.016 0.08
O -1.663636 -0.427130 1.931813 -0.923 0.142 1.714 -0.49
C 3.180004 -1.092217 3.321316 -0.173 -0.005 -0.154 0.00
H -5.579480 -2.635696 -1.916586 -0.004 0.007 0.006 0.09
C -4.188582 3.600355 2.785593 -0.060 -0.041 0.075 -0.10
H -4.717960 0.150917 1.220063 0.019 -0.001 0.013 0.11
H -4.728998 4.536094 2.700733 0.058 0.032 0.008 0.09
H 4.300668 0.324933 -1.087897 -0.025 0.022 0.022 0.09
N 3.416550 -3.009921 1.832875 0.159 0.209 -0.317 0.11
H -0.232639 -6.229581 3.408079 0.022 0.009 0.047 0.09
C -5.279731 -1.257731 -0.296140 -0.058 0.012 0.016 -0.09
C -2.082003 2.442800 -0.880887 -0.026 -0.140 0.100 -0.35
C 1.437850 1.818006 -2.443257 0.109 0.083 0.381 -0.16
H -0.115732 5.038828 -1.860503 0.019 -0.042 0.026 0.11
N -0.402806 -1.073185 -4.011474 -0.311 -0.655 -0.147 -0.33
H -3.938338 1.905680 -1.817296 -0.031 0.004 -0.041 0.10
H -1.965456 5.322687 -3.479870 0.028 -0.043 -0.043 0.10
C 2.239081 -0.155311 -0.713322 1.633 0.504 -0.121 -0.71
H -0.183177 3.192844 -0.222700 0.038 0.059 -0.052 0.10
O 1.123087 4.437474 -5.606879 0.050 -0.072 0.104 0.05
C 0.170312 0.225506 -3.781444 0.510 0.740 0.427 -0.08
C -3.544880 1.688224 4.091946 0.006 -0.131 -0.024 -0.06
N 0.513179 3.385678 -5.706114 -0.216 0.493 -0.498 -0.35
H -3.542766 1.134380 5.024246 0.078 -0.038 -0.019 0.10
H 7.229759 -2.380353 -0.724281 0.017 -0.007 0.018 0.07
C 3.533004 -0.311549 -1.527284 -0.255 0.039 0.035 0.06
O 1.081845 -0.415432 -1.661964 -0.191 -0.129 -0.116 -0.09
C 5.708994 -2.192250 0.752233 -0.135 -0.063 0.149 -0.34
H 3.400011 -0.038300 -2.574373 0.079 0.041 0.003 0.09
O -0.491045 -1.879617 -3.093183 0.086 0.144 0.059 0.05
O 2.041880 1.187921 -0.269245 -0.241 0.077 0.019 0.03
C -3.101644 2.593988 -1.820972 0.029 0.056 0.099 -0.09
H -1.914108 -0.432664 -1.951332 -0.013 -0.033 -0.017 0.08
C 0.634172 2.407875 -4.645290 0.096 -0.774 0.836 -0.18
C 0.045511 -4.359524 2.360410 0.023 0.077 0.164 -0.18
C -0.963070 4.364891 -1.841886 -0.013 0.087 -0.013 -0.09
H -4.817995 3.256445 4.810864 0.008 -0.012 0.007 0.09
H -0.540668 0.930782 -5.685008 0.013 0.051 -0.012 0.11
O 2.673656 3.244050 -1.073895 0.070 0.192 0.024 -0.13
H 2.642208 -1.754980 3.994554 -0.022 0.002 0.047 0.08
O -0.812533 -1.331678 -5.135210 0.070 0.117 -0.027 0.05
C 0.024241 1.179956 -4.804772 -0.184 0.042 -0.364 0.03
C -3.200781 -0.043394 -0.289104 0.143 -0.108 -0.040 -0.35
H 2.442805 -0.479017 2.790938 0.099 -0.063 0.089 0.09
H -0.152298 -2.687467 5.816983 -0.004 -0.028 0.003 0.09
P -1.938807 1.090841 0.416688 -0.348 1.342 -1.320 1.03
C 5.159549 -1.460194 1.819090 -0.030 -0.006 -0.055 0.00
O 2.116202 -0.948337 0.298462 1.645 0.305 -0.204 -0.31
C -1.994307 4.514299 -2.758727 0.001 0.049 0.016 -0.10
H 3.841088 -1.353440 -1.459511 -0.046 -0.032 -0.049 0.09
C 6.945194 -1.691165 0.066854 -0.008 -0.038 -0.022 -0.04
C -3.057350 3.621727 -2.753165 -0.046 -0.004 -0.046 -0.10
S 3.309865 -5.187032 0.358323 -0.115 -0.189 -0.096 0.53
C 4.018140 -3.761932 0.836053 -0.186 0.003 0.259 -0.88
C 0.874156 0.507767 -2.605982 -0.316 -0.176 -0.558 -0.14
C -2.844648 1.176245 3.001262 0.041 0.632 -0.491 -0.26
C 1.347264 2.746558 -3.505173 0.121 0.154 -0.285 0.05
O -0.205973 3.130870 -6.660926 0.032 -0.106 0.046 0.04
C -0.137943 -5.153347 3.494463 -0.069 -0.153 -0.132 -0.17
H 5.623815 -0.552998 2.177336 -0.050 0.018 0.007 0.12
N 2.063609 2.143381 -1.323886 -0.159 -0.431 -0.230 -0.27
H 3.843923 -0.440130 3.885041 0.023 0.010 -0.030 0.08
C 0.096422 -2.409729 3.691105 -0.025 -0.236 -0.030 -0.21
H 0.114712 -4.879686 1.408414 0.010 -0.038 0.012 0.06
Sr -0.026265 -1.198677 0.478758 -1.573 -1.183 -0.274 1.51
C -1.005395 3.329898 -0.919920 -0.040 -0.040 0.123 -0.11
C -0.203893 -4.535774 4.724891 -0.012 -0.049 0.068 -0.70
C 3.944980 -1.866154 2.303580 0.180 0.035 0.109 -0.28
H 1.820743 3.705735 -3.384208 -0.009 0.008 -0.009 0.11
Br -0.484123 -5.599231 6.303240 0.027 0.027 -0.049 0.61
C -0.084875 -3.164976 4.846337 0.001 0.138 0.084 -0.16
```
Positions in Å, forces in eV/Å.

Summary:
Net charge: -2
Largest force on an atom: 1.988 eV/A
LUMO level (spin up / spin down): 3.882 / 3.882 eV
Energy above the lowest of the compared OMol25 structures with the same formula, charge and spin: 0.0 kJ/mol
Frontier orbital gap (spin up / spin down): 5.239 / 5.237 eV


Density functional theory data (ωB97M-V/def2-TZVPD) for C5H13O2 as an isolated structure.

Structure (XYZ):
```
20
Properties=species:S:1:pos:R:3:forces:R:3:nbo_charge:R:1
H 0.606092 1.189070 2.335991 0.011 -0.003 0.091 0.11
H -0.656996 -0.020125 2.052601 0.020 0.004 0.046 0.10
C -0.856392 0.978246 -3.048112 -0.048 -0.015 0.089 -0.64
H -0.294074 0.246108 -3.629393 0.069 -0.049 -0.020 0.18
C 0.212500 0.486521 1.576780 -0.077 0.080 -0.152 -0.02
O -1.095953 -0.452245 -1.104740 -0.053 0.021 -0.102 -0.85
O -0.143768 1.163063 0.432550 0.061 -0.078 0.086 -0.87
H 0.812524 -2.024511 2.910533 0.001 0.058 -0.041 0.19
C 1.279095 -0.592521 1.339753 -0.105 0.164 -0.007 -0.43
H 1.787836 -0.662480 3.438951 0.095 -0.051 -0.034 0.19
H 2.523435 -1.979279 2.501794 -0.006 0.058 -0.011 0.19
H -0.627774 0.333440 -0.352885 -0.010 0.015 -0.048 0.48
H -0.144345 1.577945 -2.479000 -0.011 0.041 -0.003 0.21
C -1.791639 0.256699 -2.067893 0.158 -0.143 0.092 -0.03
H -1.399479 1.628986 -3.742415 -0.048 0.013 -0.007 0.17
H -2.433958 -0.432116 -2.647709 -0.058 0.093 0.029 0.12
H 2.163764 -0.104865 0.926903 0.107 0.071 -0.005 0.18
H -2.460324 1.009017 -1.607454 -0.025 0.022 -0.071 0.12
C 1.628127 -1.359406 2.607744 -0.114 -0.098 0.103 -0.61
H 0.891327 -1.241545 0.555997 0.032 -0.204 -0.035 0.21
```
Positions in Å, forces in eV/Å.

Summary:
Net charge: -1
Largest force on an atom: 0.232 eV/A
LUMO level: 4.127 eV
Energy above the lowest of the compared OMol25 structures with the same formula, charge and spin: 34.7 kJ/mol
Frontier orbital gap: 7.741 eV